{"formula": "H24O12", "method": "ωB97M-V/def2-TZVPD", "elements": ["O", "H", "H", "O", "H", "H", "O", "H", "H", "O", "H", "H", "O", "H", "H", "O", "H", "H", "O", "H", "H", "O", "H", "H", "O", "H", "H", "O", "H", "H", "O", "H", "H", "O", "H", "H"], "coordinates": [[0.674, 2.795, 1.957], [1.114, 1.978, 2.144], [0.191, 3.113, 2.697], [-2.036, 0.868, 2.035], [-2.411, 1.636, 1.583], [-1.376, 0.446, 1.478], [1.199, -0.711, -2.720], [1.464, -1.181, -1.969], [1.605, -1.146, -3.481], [-0.994, 0.645, -2.068], [-0.741, 1.550, -1.927], [-0.200, 0.211, -2.437], [1.731, 2.093, -2.615], [1.853, 1.841, -1.703], [1.573, 1.240, -3.052], [-1.694, -2.146, -1.281], [-1.989, -1.265, -1.229], [-2.275, -2.615, -1.826], [-3.925, -0.857, 0.312], [-3.223, -0.789, 0.947], [-3.784, -0.078, -0.222], [-0.211, -0.169, 0.465], [0.540, 0.435, 0.370], [-0.756, 0.098, -0.290], [2.262, 0.684, 2.857], [2.400, 0.405, 3.724], [2.545, 0.040, 2.238], [-2.072, -2.084, 1.846], [-1.723, -1.986, 0.984], [-2.469, -2.949, 1.774], [1.520, -2.005, -0.457], [0.868, -1.565, 0.046], [2.324, -1.852, 0.070], [2.268, 1.049, -0.134], [2.712, 1.737, 0.320], [3.034, 0.534, -0.447]], "forces_ev_per_a": [[0.28, 0.92, -2.02], [0.13, -0.70, 0.98], [-0.48, -0.09, 1.02], [-1.15, 0.54, 0.67], [0.39, -0.29, 0.02], [0.42, 0.21, -0.07], [-0.20, 1.36, -3.10], [0.58, -1.67, 2.49], [-0.26, 0.06, 0.15], [-0.51, -0.51, 0.26], [0.22, 0.80, -0.14], [-0.23, -0.12, -0.01], [-0.25, 0.10, -0.99], [0.04, -0.08, 0.46], [0.17, 0.36, 0.20], [2.42, -0.84, 1.31], [-0.87, 1.58, -0.25], [-1.49, -0.91, -1.16], [-0.64, 0.06, -0.97], [0.42, -0.14, 1.24], [-0.34, 0.41, -0.33], [0.28, -0.07, 0.08], [0.09, 0.09, 0.22], [-0.02, -0.08, -0.68], [-0.68, 1.89, -1.59], [0.39, -0.97, 2.08], [0.39, -1.11, -0.49], [-0.14, -0.24, 1.49], [0.93, 0.19, -1.64], [-0.39, -0.40, 0.24], [2.62, -1.02, -0.44], [-2.08, 0.98, 0.94], [-0.31, -0.41, -0.38], [0.54, -1.51, -0.46], [0.34, 1.67, 1.09], [-0.61, -0.07, -0.22]], "homo_ev": -10.319, "e_tot_ev": -24959.99768, "smiles": "O.O.O.O.O.O.O.O.O.O.O.O", "relative_energy_ev": 1.697, "spin_multiplicity": 1}